Version A
Entry from the Open Molecules 2025 dataset: a cluster of 2 separate species, C5H11N in total (ωB97M-V with the def2-TZVPD basis set).

Output
M (g/mol): 85.150
LUMO (eV): 0.761
Gap between HOMO and LUMO (eV): 9.06
HOMO (Ha): -0.3050

Element x y z (Å)
C 2.9353 1.0643 -3.5013
C 2.0404 0.5875 -2.6255
C 2.5560 -0.4204 -1.6396
H 2.8025 1.7261 -4.3349
H 3.9503 0.5790 -3.4990
H 0.9759 0.6350 -2.6482
H 1.9810 -1.3977 -1.7270
H 3.6651 -0.6650 -1.4020
H 2.2701 -0.1795 -0.6420
C -2.8935 -0.4591 3.7119
C -2.1749 -0.6222 2.5662
N -2.4809 -0.0097 1.4228
H -3.7666 0.0325 3.8403
H -2.6706 -1.1454 4.6093
H -1.4864 -1.4433 2.6605
H -3.3153 0.4531 1.3126
H -1.8200 0.5729 0.8003

Here is what Löwdin gives for the atomic charges, in e: -0.024 -0.231 -0.162 0.036 0.071 0.083 0.087 0.106 0.035 -0.019 -0.329 0.015 -0.008 0.069 0.091 0.047 0.136


Version B
Entry from the Open Molecules 2025 dataset: an isolated molecule of C5H11N (ωB97M-V with the def2-TZVPD basis set).

Output
M (g/mol): 85.150
LUMO (eV): 1.200
Gap between HOMO and LUMO (eV): 10.19
HOMO (Ha): -0.3304

Element x y z (Å)
C 2.3656 -0.4483 0.4698
C 1.2839 -0.5043 -0.6446
C -0.1346 -0.2455 -0.1336
C -0.5004 1.1549 0.1632
N -1.3038 0.4446 -0.8135
C -2.5478 0.0403 -0.1123
H 2.2922 0.4418 1.1077
H 2.3456 -1.3233 1.1321
H 3.3669 -0.4283 0.0170
H 1.5432 0.2390 -1.4040
H 1.3487 -1.4936 -1.1090
H -0.5988 -1.1088 0.3058
H 0.1671 1.8671 -0.3200
H -0.9686 1.5167 1.0745
H -3.1272 -0.7007 -0.6709
H -3.1782 0.9251 0.0427
H -2.3537 -0.3766 0.8952

Here is what Löwdin gives for the atomic charges, in e: -0.105 -0.211 -0.278 -0.160 -0.103 -0.128 0.069 0.069 0.068 0.105 0.101 0.117 0.111 0.107 0.077 0.082 0.079


version B (27.4 kcal/mol below the next structure)


Version A
Entry from the Open Molecules 2025 dataset: a cluster of 30 separate species, H60O30 in total (ωB97M-V with the def2-TZVPD basis set).

Output
M (g/mol): 540.450
LUMO (eV): -1.132
Gap between HOMO and LUMO (eV): 8.54
HOMO (Ha): -0.3553

Element x y z (Å)
O 0.8434 0.5007 1.7184
O -0.0902 0.7574 -0.9133
O -1.9187 -0.1939 2.1383
O -2.5037 -1.6653 -0.0857
O 3.2610 -0.4596 0.7272
O 2.2680 -2.8388 -0.0469
O 1.5299 -0.9725 -2.6243
O 1.4946 -2.1527 3.0438
O 1.9030 2.4389 -1.1559
O -2.7072 1.5297 -0.5830
O -1.2290 -2.4898 3.6105
O -0.4941 3.6356 0.8846
O -2.1995 -2.4861 -2.6158
O -1.6402 -4.5781 -0.0840
O 2.8299 2.4265 3.0860
O -1.0666 2.9314 -2.6923
O -1.4237 1.0034 4.7069
O 1.3867 0.6710 4.9826
O -3.1076 2.5334 2.8648
O -3.6679 0.6049 -2.9463
O 2.7907 4.1153 0.7598
O 4.2047 0.1610 -3.0860
O 0.8660 1.7786 -4.4722
O -0.2029 -3.6676 -4.0387
O -5.0857 -0.3556 -0.8005
O 5.5843 0.0822 -0.8497
O 0.6579 -0.7772 -5.1307
O -3.6999 -3.5285 2.8538
O 1.4617 -6.0112 0.4517
O 0.4120 4.2885 3.4049
H 0.4703 0.4338 0.8026
H 1.8316 0.4458 1.6220
H -1.0366 0.9066 -0.8942
H 0.3441 1.5772 -1.1376
H -2.5941 0.4736 2.2863
H -1.0976 0.3453 2.0681
H -2.1727 -1.2603 0.7508
H -3.2266 -1.1518 -0.2153
H 3.9152 -0.2416 0.0861
H 3.1056 -1.3287 0.4362
H 2.9615 -3.5348 -0.0463
H 1.9384 -2.5816 -0.9260
H 1.1422 -1.0383 -3.5082
H 1.0249 -0.3009 -2.1904
H 1.6021 -2.6015 2.1837
H 1.6234 -1.2124 2.8603
H 2.0910 3.1432 -0.5294
H 2.6750 1.8776 -1.2926
H -2.8363 2.5079 -0.5897
H -2.8156 1.2278 -1.4817
H -0.2963 -2.4314 3.5858
H -1.5457 -1.6289 3.2597
H -1.2134 3.9874 0.3762
H -0.2250 2.8014 0.4476
H -2.2672 -2.2535 -1.6774
H -2.6275 -1.8028 -3.1574
H -2.2886 -3.8829 -0.3017
H -1.7287 -5.3226 -0.6960
H 2.4944 2.5552 2.2189
H 2.2283 1.8738 3.6256
H -1.9493 2.6138 -2.3494
H -0.7337 2.2036 -3.2269
H -0.5442 0.6072 4.6895
H -2.1165 0.4702 5.0525
H 1.1341 1.1387 5.7716
H 2.2950 0.2635 5.1507
H -2.8271 2.3078 3.7251
H -2.3615 3.0132 2.4587
H -3.3403 0.4197 -3.8346
H -4.5867 0.9326 -2.9494
H 2.5011 5.0437 1.0391
H 3.7429 4.0936 0.9766
H 3.4954 -0.4886 -3.0943
H 3.8998 0.8248 -3.7461
H 1.7640 2.2057 -4.4863
H 0.3549 2.1987 -5.1905
H -0.8666 -3.2288 -3.5244
H -0.3644 -3.3822 -4.9813
H -5.2450 -1.0835 -1.4210
H -5.6298 0.3758 -1.0771
H 5.1549 0.6754 -1.5203
H 6.2774 0.6341 -0.4572
H -0.2062 -1.0759 -5.4056
H 0.6228 0.1726 -4.9181
H -4.0541 -3.0445 3.6157
H -2.7221 -3.4512 2.8180
H 0.8352 -5.3476 0.1373
H 2.1623 -6.0246 -0.1911
H 0.1005 4.2312 2.5031
H 1.2742 3.8370 3.3613

Here is what Löwdin gives for the atomic charges, in e: -0.095 -0.056 -0.057 -0.017 -0.025 -0.048 -0.042 -0.052 -0.040 -0.053 -0.063 -0.023 -0.054 -0.056 -0.060 -0.060 -0.032 -0.056 -0.040 -0.047 -0.069 -0.059 -0.050 -0.075 -0.033 -0.079 -0.051 -0.095 -0.051 -0.069 0.022 0.025 0.001 -0.017 0.043 0.047 0.048 -0.049 -0.016 -0.033 0.083 0.052 -0.013 -0.009 0.044 0.009 -0.002 0.048 0.081 -0.026 -0.029 0.010 0.046 0.043 -0.006 0.035 0.011 0.044 -0.029 0.011 0.028 -0.001 0.011 0.039 0.054 0.118 -0.012 0.033 0.070 0.078 0.120 0.083 0.021 0.061 0.109 0.091 -0.052 0.049 0.065 0.035 0.027 0.054 0.042 -0.012 0.027 0.006 0.011 0.015 -0.037 0.000


Version B
Entry from the Open Molecules 2025 dataset: a cluster of 30 separate species, H60O30 in total (ωB97M-V with the def2-TZVPD basis set).

Output
M (g/mol): 540.450
LUMO (eV): -0.995
Gap between HOMO and LUMO (eV): 7.76
HOMO (Ha): -0.3216

Element x y z (Å)
O -6.0605 0.5222 0.4616
H -5.2615 0.7872 0.0060
H -6.4823 1.3461 0.7053
O -2.7242 -1.1001 -2.6634
H -3.5721 -1.1906 -3.0981
H -2.1264 -0.8246 -3.3584
O 2.3061 -0.7278 -1.2859
H 2.9649 -0.0451 -1.4128
H 1.5716 -0.2777 -0.8685
O -0.6276 2.3243 1.5146
H -1.3562 2.9181 1.6961
H 0.1017 2.6766 2.0247
O -1.9137 4.5620 -0.0615
H -1.8618 3.6412 -0.3180
H -2.5761 4.5817 0.6292
O 0.7638 2.7172 4.6649
H 0.5190 2.0436 4.0304
H -0.0313 3.2374 4.7813
O -3.6688 3.5278 1.8319
H -4.5641 3.3924 1.5215
H -3.6615 3.1551 2.7135
O 0.7339 -2.4264 1.2547
H 1.2536 -3.2149 1.4113
H -0.0790 -2.7483 0.8652
O -0.7083 2.0584 -2.1609
H -0.5636 1.2919 -1.6061
H -1.6283 1.9983 -2.4182
O 2.9163 -4.5129 -0.3573
H 3.5714 -5.1606 -0.6172
H 2.3009 -4.4866 -1.0900
O -3.4849 2.6052 -2.5741
H -3.8175 2.0752 -3.2984
H -4.2575 3.0538 -2.2304
O -1.5822 0.5167 4.3477
H -0.8445 -0.0908 4.4029
H -1.9631 0.3538 3.4848
O 0.5033 5.5448 1.7067
H 0.7603 6.3755 1.3067
H -0.0460 5.1208 1.0474
O 3.4431 4.3072 0.8397
H 3.9420 4.5429 0.0575
H 2.6180 4.7842 0.7508
O -3.4793 0.8315 -0.6738
H -3.0275 0.1562 -1.1798
H -3.4659 1.6040 -1.2388
O 2.8279 -4.5304 2.3826
H 2.7780 -4.4033 1.4352
H 3.3041 -5.3538 2.4895
O 1.6336 -0.1299 3.0502
H 2.4602 0.2662 2.7744
H 1.5030 -0.8592 2.4442
O 1.2108 4.2616 -3.5142
H 0.7907 4.9124 -2.9519
H 0.9096 3.4195 -3.1732
O 3.8274 -2.3203 3.4373
H 3.5795 -3.1999 3.1527
H 4.0279 -1.8532 2.6262
O -1.9003 -4.0681 -3.0259
H -1.4792 -3.2533 -2.7520
H -2.2938 -4.4157 -2.2256
O -0.2073 0.1803 -0.1853
H -0.4779 0.8935 0.3929
H -0.0616 -0.5620 0.4013
O -0.2893 -0.5914 -4.8505
H -0.6015 -0.3618 -5.7258
H 0.4508 -0.0038 -4.6979
O -0.6151 -5.2765 0.3734
H -0.1612 -5.3661 -0.4645
H -1.5447 -5.2872 0.1452
O 4.4134 1.0881 -1.5303
H 4.8150 1.1123 -2.3989
H 4.4613 1.9918 -1.2185
O 0.4933 -2.5380 -3.0445
H 1.0235 -2.0321 -2.4287
H 0.1176 -1.8827 -3.6324
O -2.9714 0.1975 2.1742
H -3.1677 -0.7270 2.0226
H -3.2790 0.6409 1.3836
O 3.8216 1.0627 2.4268
H 3.6232 1.9805 2.2411
H 4.1215 1.0611 3.3358
O -1.7031 -2.4976 0.1555
H -1.9406 -1.9902 -0.6207
H -2.5337 -2.8498 0.4754
O 4.3466 -1.4197 0.7034
H 4.3758 -0.4685 0.6001
H 3.6797 -1.7084 0.0804
O 0.8306 -5.2127 -2.3819
H 0.0349 -5.4711 -2.8470
H 0.9322 -4.2815 -2.5792

Here is what Löwdin gives for the atomic charges, in e: -0.051 -0.034 0.024 -0.017 0.074 0.030 -0.043 -0.008 0.006 -0.013 0.021 0.047 -0.048 0.006 0.001 -0.051 -0.022 0.028 -0.021 0.053 0.070 -0.030 0.016 -0.018 -0.028 -0.011 -0.012 -0.016 0.069 0.017 -0.014 0.081 0.083 -0.066 0.027 -0.051 -0.042 0.039 -0.006 -0.039 0.029 0.003 -0.055 0.008 -0.022 -0.038 -0.012 0.065 -0.055 -0.055 -0.012 -0.059 0.026 -0.009 -0.078 -0.039 -0.027 -0.047 -0.019 0.029 -0.047 0.007 0.025 -0.022 0.067 0.067 -0.035 -0.004 0.021 -0.017 0.062 0.051 -0.038 0.026 -0.003 -0.032 0.058 0.003 -0.013 0.050 0.082 -0.022 0.019 0.066 -0.045 0.007 0.007 -0.055 0.037 -0.007


version B (23.0 kcal/mol below the next structure)


Version A
Entry from the Open Molecules 2025 dataset: an isolated molecule of C2H4NPS (ωB97M-V with the def2-TZVPD basis set).

Output
M (g/mol): 105.102
LUMO (alpha / beta) (eV): -1.878 / -1.878
Gap between HOMO and LUMO (alpha / beta) (eV): 6.41 / 6.41
HOMO (alpha / beta) (Ha): -0.3044 / -0.3044

Element x y z (Å)
C -0.1787 -0.1224 -0.7527
C 0.2055 0.2289 0.6527
N 1.0215 0.4049 -1.4150
P 1.8858 1.6749 -1.5780
S 2.3100 1.4010 -3.5194
H -0.1123 -1.2057 -0.8287
H -1.0779 0.1205 -1.1897
H -0.0143 1.1649 1.1668
H 0.8390 -0.3509 1.2951

Here is what Löwdin gives for the atomic charges, in e: -0.343 0.117 -0.377 0.296 -0.005 0.105 0.082 0.066 0.060


Version B
Entry from the Open Molecules 2025 dataset: an isolated molecule of C2H4NPS (ωB97M-V with the def2-TZVPD basis set).

Output
M (g/mol): 105.102
LUMO (eV): -0.796
Gap between HOMO and LUMO (eV): 7.85
HOMO (Ha): -0.3177

Element x y z (Å)
C -1.1077 -0.3540 -0.3685
C -0.3027 0.4391 0.6678
N 0.9257 0.9825 0.5503
P 2.2685 0.9993 -0.2886
S 2.7317 -0.9157 -0.3180
H -0.8492 -1.3446 -0.6624
H -0.9251 0.2616 -1.2431
H -2.1181 -0.4123 -0.0587
H -0.6231 0.3441 1.7211

Here is what Löwdin gives for the atomic charges, in e: -0.064 -0.189 -0.378 0.323 0.001 0.068 0.077 0.056 0.107


Version C
Entry from the Open Molecules 2025 dataset: a structure of composition C2H4NPS (ωB97M-V with the def2-TZVPD basis set).

Output
M (g/mol): 105.102
LUMO (alpha / beta) (eV): 0.023 / 0.024
Gap between HOMO and LUMO (alpha / beta) (eV): 8.11 / 8.11
HOMO (alpha / beta) (Ha): -0.2971 / -0.2971

Element x y z (Å)
C 2.1730 0.1423 0.2538
C 0.9307 0.7870 0.6753
N 4.0950 -1.2260 -0.3170
P 3.5820 0.1552 -1.0307
S 4.4298 0.0257 0.7415
H 2.0864 -0.9043 0.8617
H 0.7834 0.1198 1.5059
H 0.4486 0.4328 -0.1937
H 0.5894 1.8283 0.8349

Here is what Löwdin gives for the atomic charges, in e: -0.470 -0.160 -0.749 0.474 0.581 0.095 0.062 0.070 0.097


version B (63.7 kcal/mol below the next structure)